# 1
{"formula": "C11H29FNO2P2S", "method": "the ωB97M-V functional and the def2-TZVPD basis", "species": ["C", "C", "O", "C", "C", "P", "C", "N", "C", "C", "C", "F", "C", "C", "C", "O", "P", "S", "H", "H", "H", "H", "H", "H", "H", "H", "H", "H", "H", "H", "H", "H", "H", "H", "H", "H", "H", "H", "H", "H", "H", "H", "H", "H", "H", "H", "H"], "coordinates": [[4.8073, -0.0210, 0.6200], [3.8589, 1.1584, 0.7567], [3.2918, 1.5640, -0.4591], [2.1731, 0.7364, -0.8718], [0.8741, 1.2568, -0.3007], [-0.8361, 0.3437, -0.6292], [-0.0608, -0.7605, -2.0219], [0.8295, -1.8815, -1.6203], [-1.7367, 1.5558, 0.6137], [-1.0571, 2.7302, 1.3215], [-0.3789, 2.4808, 2.6456], [-1.3348, 2.3357, 3.6433], [-2.6103, -0.4714, -0.9184], [-2.9855, -1.8664, -0.4694], [-2.4312, -3.0093, -1.3031], [-4.4536, -1.9381, -0.5879], [-0.2331, -1.1818, 1.0545], [-0.9998, -1.0105, 2.8805], [5.5515, 0.1605, -0.1491], [5.3042, -0.1807, 1.5774], [4.2640, -0.9389, 0.4042], [3.0888, 0.9114, 1.4954], [4.4022, 2.0156, 1.1546], [2.1997, 0.7729, -1.9563], [2.3746, -0.2786, -0.5363], [0.7477, 2.2578, -0.7096], [1.0578, 1.3427, 0.7697], [-1.1300, 1.2950, -1.7133], [-0.8875, -1.1816, -2.5883], [0.4385, -0.1023, -2.7344], [1.7851, -1.7073, -1.8964], [0.5620, -2.7305, -2.0982], [-2.4384, 2.0151, -0.0856], [-2.3518, 1.0359, 1.3451], [-0.4042, 3.3007, 0.6655], [-1.8454, 3.4462, 1.5901], [0.2440, 1.5916, 2.6695], [0.2259, 3.3471, 2.9187], [-2.8738, -0.4012, -1.9775], [-3.3428, 0.1635, -0.4222], [-2.7743, -2.0140, 0.5898], [-3.0575, -3.8885, -1.1525], [-2.4826, -2.7559, -2.3599], [-1.4167, -3.2832, -1.0403], [-4.7558, -2.5767, 0.0571], [-0.3713, -2.5195, 0.6789], [1.1690, -1.1184, 1.1501]], "nbo_charge": [-0.635, -0.060, -0.558, -0.082, -0.759, 1.032, -0.537, -0.878, -0.713, -0.449, 0.055, -0.383, -0.740, 0.075, -0.631, -0.754, 0.444, -0.744, 0.202, 0.201, 0.205, 0.165, 0.171, 0.175, 0.166, 0.208, 0.195, -0.171, 0.190, 0.177, 0.352, 0.351, 0.202, 0.232, 0.203, 0.201, 0.179, 0.139, 0.197, 0.225, 0.183, 0.199, 0.198, 0.209, 0.455, -0.039, -0.052], "homo_lumo_gap_ev": 6.935, "charge": -1, "total_energy_ha": -1822.43307, "e_lumo_ev": 3.15}


# 2
{"formula": "C11H29HgN3O7", "method": "the ωB97M-V functional and the def2-TZVPD basis", "species": ["Hg", "C", "C", "O", "H", "H", "H", "H", "H", "C", "C", "O", "O", "H", "H", "H", "C", "O", "N", "N", "H", "H", "H", "H", "C", "O", "C", "C", "N", "C", "C", "O", "C", "H", "H", "H", "H", "H", "H", "H", "H", "H", "H", "H", "H", "H", "H", "H", "O", "H", "H"], "coordinates": [[0.5403, 0.4334, 0.8802], [1.7284, 3.2528, 1.1897], [0.3059, 3.3306, 0.6855], [-0.4073, 2.2180, 0.9917], [1.8731, 3.2111, 2.2835], [2.3774, 4.1003, 0.8949], [1.9279, 2.2231, 0.9239], [0.2586, 3.4893, -0.3916], [-0.1950, 4.1527, 1.1454], [3.9233, -1.8864, 0.8063], [2.5913, -1.3770, 0.1725], [2.5062, -1.0118, -0.9877], [1.5855, -1.3630, 1.0486], [3.9397, -1.5253, 1.8234], [4.9079, -1.6503, 0.3000], [3.8339, -2.9968, 0.7792], [1.9928, 1.8871, -2.0219], [1.0138, 1.3141, -1.6517], [3.2698, 1.4433, -1.7644], [1.8376, 3.1169, -2.5602], [3.9835, 2.0698, -2.0486], [3.4690, 0.5343, -1.4821], [0.9353, 3.5412, -2.6372], [2.5878, 3.7141, -2.8555], [-2.5672, 2.0991, -1.8329], [-2.4074, 0.7584, -2.2239], [-3.2321, -0.1930, -1.6217], [-2.8158, -0.5671, -0.1921], [-1.5301, -1.1601, 0.0187], [-1.6336, -2.5244, 0.4574], [-1.7917, -2.5501, 1.9896], [-1.2895, -3.8412, 2.4643], [-0.9710, -3.8572, 3.8130], [-1.7989, 2.6711, -2.3418], [-2.5229, 2.2237, -0.7655], [-3.5582, 2.5292, -2.2659], [-3.1151, -1.0993, -2.1853], [-4.2275, 0.2238, -1.5782], [-3.6377, -1.2832, 0.1653], [-3.0708, 0.2614, 0.4886], [-1.0880, -1.1501, -0.8761], [-0.6878, -2.9929, 0.2827], [-2.4820, -3.0973, 0.0590], [-2.8415, -2.4924, 2.2923], [-1.1404, -1.7791, 2.4258], [-0.2112, -4.6089, 4.0687], [-1.8819, -4.0449, 4.4058], [-0.5622, -2.8922, 4.0366], [-0.1341, -1.2458, -2.2913], [-0.3676, -0.3490, -2.4101], [0.7796, -1.2599, -1.9068]], "nbo_charge": [1.444, -0.634, -0.058, -0.884, 0.208, 0.217, 0.162, 0.137, 0.165, -0.735, 0.813, -0.698, -0.854, 0.231, 0.227, 0.243, 0.796, -0.717, -0.842, -0.840, 0.375, 0.433, 0.408, 0.384, -0.248, -0.558, -0.074, -0.247, -0.715, -0.238, -0.060, -0.557, -0.235, 0.188, 0.193, 0.153, 0.194, 0.172, 0.179, 0.189, 0.417, 0.223, 0.177, 0.170, 0.165, 0.186, 0.158, 0.160, -0.970, 0.494, 0.506], "homo_lumo_gap_ev": 9.118, "charge": 0, "total_energy_ha": -1280.83427, "e_lumo_ev": 0.39}


# 3
{"formula": "C11H29N7O16", "method": "the ωB97M-V functional and the def2-TZVPD basis", "species": ["C", "N", "O", "O", "H", "H", "H", "C", "N", "O", "O", "H", "H", "H", "C", "N", "O", "O", "H", "H", "H", "C", "N", "O", "O", "H", "H", "H", "C", "N", "O", "O", "H", "H", "H", "C", "N", "O", "O", "H", "H", "H", "C", "N", "O", "O", "H", "H", "H", "C", "C", "O", "C", "C", "O", "H", "H", "H", "H", "H", "H", "H", "H"], "coordinates": [[4.5991, 1.8204, 0.4250], [3.2702, 2.0546, 1.0858], [3.0762, 1.6157, 2.2056], [2.4451, 2.6894, 0.4457], [4.7453, 2.7198, -0.1610], [4.5023, 0.9183, -0.1713], [5.3080, 1.7098, 1.2387], [-4.7091, -1.1774, 1.9377], [-5.9678, -0.4560, 2.1850], [-6.9557, -1.1355, 2.3744], [-5.9290, 0.7411, 2.3086], [-3.9988, -0.4663, 1.5237], [-4.8342, -1.9237, 1.1541], [-4.3849, -1.6899, 2.8357], [0.6187, -3.9267, 5.2715], [0.3760, -3.3792, 3.8942], [0.4112, -2.1919, 3.7474], [0.1439, -4.1894, 3.0263], [0.5708, -5.0060, 5.2492], [-0.2278, -3.5551, 5.8465], [1.5740, -3.5000, 5.5583], [2.0750, 3.6782, -2.9969], [0.8238, 3.1509, -3.6371], [0.6526, 3.5560, -4.7675], [0.0552, 2.4548, -3.0235], [2.5394, 2.9076, -2.3847], [1.8895, 4.5934, -2.4456], [2.7520, 3.8835, -3.8202], [-0.7925, 4.3083, -0.3733], [-0.9886, 5.0720, -1.6212], [-0.1194, 5.8685, -1.9133], [-1.9857, 4.8992, -2.2647], [-0.8611, 4.9406, 0.5058], [0.1997, 3.8676, -0.4391], [-1.5043, 3.4934, -0.3128], [0.3000, -0.5342, 1.0761], [-0.5504, 0.4388, 0.3600], [0.0024, 1.2860, -0.3069], [-1.7540, 0.3970, 0.5712], [1.3429, -0.2609, 1.1019], [0.1524, -1.5086, 0.6074], [-0.1803, -0.6635, 2.0402], [-3.3417, 1.6156, -1.8011], [-4.6283, 1.9998, -2.4526], [-4.7404, 1.8981, -3.6490], [-5.5578, 2.2461, -1.7057], [-2.5758, 2.3365, -2.0750], [-3.1162, 0.6126, -2.1464], [-3.5142, 1.6333, -0.7342], [1.7944, -5.3662, 0.0621], [1.2038, -3.9576, 0.0273], [1.4690, -3.2951, -1.2000], [2.4038, -2.3504, -1.2925], [2.7785, -2.1104, -2.7297], [2.8989, -1.7273, -0.3881], [1.4961, -5.9633, -0.8021], [1.3435, -5.9036, 0.8995], [2.8757, -5.3542, 0.1839], [0.1248, -4.0628, 0.1194], [1.6010, -3.4474, 0.9035], [3.4197, -1.2339, -2.7533], [1.9261, -2.1440, -3.3987], [3.4571, -2.9270, -3.0041]], "nbo_charge": [-0.481, 0.534, -0.376, -0.387, 0.230, 0.250, 0.234, -0.496, 0.532, -0.386, -0.358, 0.243, 0.230, 0.234, -0.484, 0.548, -0.378, -0.391, 0.235, 0.237, 0.239, -0.500, 0.537, -0.367, -0.381, 0.224, 0.256, 0.229, -0.491, 0.538, -0.411, -0.353, 0.236, 0.248, 0.234, -0.490, 0.539, -0.359, -0.424, 0.250, 0.232, 0.250, -0.488, 0.534, -0.375, -0.389, 0.249, 0.227, 0.235, -0.630, -0.087, -0.511, 0.812, -0.716, -0.626, 0.215, 0.223, 0.209, 0.194, 0.202, 0.231, 0.246, 0.239], "relative_energy_kj_mol": 27.2, "homo_lumo_gap_ev": 9.893, "charge": 0, "total_energy_ha": -2022.98596, "e_lumo_ev": -0.42}


# 4
{"formula": "C11H29NO5", "method": "the ωB97M-V functional and the def2-TZVPD basis", "species": ["C", "C", "C", "C", "C", "C", "C", "C", "C", "N", "O", "H", "H", "H", "H", "H", "H", "H", "H", "H", "H", "H", "H", "H", "H", "H", "H", "H", "H", "H", "O", "C", "C", "O", "H", "H", "H", "H", "H", "H", "O", "H", "H", "O", "H", "H"], "coordinates": [[-0.5002, 1.4155, 3.1396], [1.0977, 1.3435, 3.3549], [1.7303, 2.5796, 2.5765], [1.4340, 1.6799, 4.9364], [2.8832, 1.1770, 5.2619], [3.1203, -0.2541, 4.8706], [2.9584, -0.4348, 3.3101], [4.1662, 0.2369, 2.4801], [3.1009, -1.9396, 3.0516], [1.5804, -0.0039, 2.9639], [1.1500, -0.4454, 1.8088], [-0.8336, 0.5249, 3.6724], [-0.8887, 2.3564, 3.5292], [-0.5435, 1.3062, 2.0559], [1.2088, 3.5128, 2.7895], [2.7739, 2.6186, 2.8890], [1.6186, 2.5624, 1.4924], [1.3953, 2.7387, 5.1924], [0.7921, 1.1930, 5.6706], [3.5519, 1.8131, 4.6819], [3.1518, 1.3123, 6.3096], [2.5075, -0.9646, 5.4253], [4.1585, -0.4537, 5.1361], [4.3992, 1.2794, 2.6969], [3.8860, 0.3981, 1.4392], [5.0843, -0.3360, 2.6105], [4.0561, -2.2782, 3.4528], [3.0814, -2.1274, 1.9780], [2.2508, -2.4312, 3.5247], [0.6865, -1.2826, 1.8859], [-3.7177, -2.2054, -6.2568], [-3.1810, -3.5303, -6.1652], [-2.7490, -4.1801, -7.5295], [-3.8076, -4.7628, -8.4031], [-4.4374, -2.0984, -6.8831], [-2.1888, -3.3873, -5.7372], [-3.7054, -4.3412, -5.6596], [-1.8375, -4.7652, -7.4082], [-2.1736, -3.4196, -8.0573], [-3.5555, -4.3888, -9.2505], [-3.8584, 3.4998, -3.9147], [-3.7668, 3.1503, -3.0283], [-3.3952, 2.8720, -4.4693], [-7.9289, 3.5929, -7.0621], [-7.1334, 3.8385, -6.5898], [-7.6221, 3.0285, -7.7717]], "nbo_charge": [-0.624, 0.177, -0.662, -0.405, -0.398, -0.405, 0.147, -0.660, -0.618, -0.217, -0.565, 0.210, 0.213, 0.219, 0.211, 0.203, 0.214, 0.210, 0.201, 0.191, 0.207, 0.207, 0.204, 0.206, 0.224, 0.211, 0.214, 0.214, 0.205, 0.464, -0.723, -0.086, -0.120, -0.720, 0.477, 0.183, 0.177, 0.177, 0.166, 0.469, -0.937, 0.469, 0.468, -0.935, 0.470, 0.465], "homo_lumo_gap_ev": 8.465, "charge": 0, "total_energy_ha": -867.32416, "e_lumo_ev": 0.46}


> What is the formula in the second record?

C11H29HgN3O7